Entry w
This record from OMol25 describes a 3-piece molecular cluster, C6H16N2O overall. The level of theory is ωB97M-V/def2-TZVPD.

Computed properties:
Gap between HOMO and LUMO ... 0.255 hartree
Lowest unoccupied orbital energy ... 0.03 eV

XYZ file:
```
25
Properties=species:S:1:pos:R:3:nbo_charge:R:1
C 0.6268 0.3849 -1.2142 0.2334
C -0.2597 1.5669 -1.5455 -0.1027
C 1.8675 0.6087 -0.4506 -0.6908
N 0.5448 -0.6523 -2.0998 -0.7886
O -1.5570 1.1963 -1.9599 -0.7238
H -1.9733 0.6233 -1.2980 0.4959
H -0.1731 -0.0003 0.0713 0.1223
H -0.1350 -0.6110 -2.8497 0.4160
H 1.0648 -1.4950 -1.9110 0.3993
H -0.2963 2.2377 -0.6809 0.1820
H 0.1918 2.1351 -2.3697 0.1961
H 1.6218 0.4669 0.6486 0.2811
H 2.6619 -0.0967 -0.6925 0.2254
H 2.2406 1.6281 -0.5565 0.2341
C 0.5616 -0.0943 2.3788 -0.7781
C -1.0380 -1.9154 0.8032 -0.6722
C -0.9293 -0.4206 0.9667 0.2010
N -2.0072 0.2440 1.1880 -0.8038
H -1.8382 1.2469 1.2649 0.3290
H -1.5838 -2.1438 -0.1175 0.2136
H 0.5543 0.9811 2.5495 0.1930
H -0.0543 -0.6043 3.1149 0.2100
H 1.5457 -0.5635 2.3757 0.1885
H -0.0503 -2.3723 0.7453 0.2017
H -1.5861 -2.3502 1.6391 0.2376
```


Entry x
This record from OMol25 describes C6H16N2O as an isolated structure. The level of theory is ωB97M-V/def2-TZVPD.

Computed properties:
Gap between HOMO and LUMO ... 0.308 hartree
Lowest unoccupied orbital energy ... 0.86 eV

XYZ file:
```
25
Properties=species:S:1:pos:R:3:nbo_charge:R:1
C 0.2166 0.9882 0.1118 0.1347
C -1.1953 1.1354 0.3456 -0.4623
C -2.0984 -0.6873 0.5213 0.0306
C 0.6008 -1.2491 -1.4242 -0.4380
C 1.0954 1.3272 1.3035 -0.6307
C 0.7533 1.6342 -1.1517 -0.6397
N 0.3306 -0.8289 -0.0668 -0.3246
N 1.1429 -1.5540 0.8068 -0.7026
O -2.2873 -1.7419 -0.3519 -0.7002
H -1.5289 -2.3316 -0.2467 0.4727
H 1.8189 -2.2177 0.4271 0.3461
H 0.6628 -2.0014 1.5781 0.3498
H -1.4971 1.3952 1.3546 0.2022
H -1.7587 1.6868 -0.4004 0.2041
H -3.0615 -0.1922 0.5904 0.1548
H -1.7280 -0.9726 1.5038 0.1464
H 1.6498 -1.0873 -1.7093 0.1636
H 0.3617 -2.3150 -1.5421 0.1875
H -0.0891 -0.7383 -2.0914 0.2130
H 0.8248 2.7161 -1.0161 0.2193
H 1.1146 2.4056 1.4749 0.2128
H 2.1169 0.9822 1.1351 0.2210
H 0.7029 0.8900 2.2219 0.2129
H 0.0903 1.4769 -2.0009 0.2133
H 1.7620 1.2794 -1.3733 0.2135
```


entry x is the most stable structure; the next one sits 0.0033 hartree above it.


Entry w
This record from OMol25 describes C6H16N2O as an isolated structure. The level of theory is ωB97M-V/def2-TZVPD.

Computed properties:
Gap between HOMO and LUMO ... 0.314 hartree
Lowest unoccupied orbital energy ... 0.88 eV

XYZ file:
```
25
Properties=species:S:1:pos:R:3:nbo_charge:R:1
C -1.2841 0.1514 -0.0713 0.2252
C 1.4907 0.1899 -0.5748 0.0499
C -2.0653 1.4687 -0.1597 -0.6093
C -2.2528 -1.0382 -0.0531 -0.6262
C 2.2069 1.0420 0.4525 -0.6464
C 2.1133 -1.1914 -0.6695 -0.6460
N -0.4228 0.2322 1.1463 -0.4137
N -0.2995 -0.0114 -1.0811 -0.7085
O -0.3180 -0.8176 2.1358 -0.5557
H -0.1365 -1.5847 1.5590 0.4565
H -0.0468 1.1397 1.3879 0.3692
H -0.4532 -0.7753 -1.7333 0.3587
H 1.6190 0.6973 -1.5292 0.1936
H -1.3935 2.3304 -0.1781 0.2078
H -2.9552 -0.9776 0.7848 0.2260
H -2.6530 1.4963 -1.0810 0.2101
H -2.7422 1.5613 0.6968 0.2091
H -2.8295 -1.0637 -0.9825 0.2168
H -1.7131 -1.9888 -0.0212 0.2020
H 2.2722 0.5602 1.4316 0.2151
H 1.6674 -1.8105 -1.4507 0.2125
H 3.2422 1.1995 0.1239 0.2253
H 1.7485 2.0278 0.5529 0.2131
H 3.1673 -1.1011 -0.9618 0.2148
H 2.0381 -1.7366 0.2758 0.2000
```


Entry x
This record from OMol25 describes a 2-piece molecular cluster, C6H16N2O overall. The level of theory is ωB97M-V/def2-TZVPD.

Computed properties:
Gap between HOMO and LUMO ... 0.305 hartree
SMILES string ... C/C=C(\N)O.CC(C)N
Lowest unoccupied orbital energy ... 0.92 eV

XYZ file:
```
25
Properties=species:S:1:pos:R:3:nbo_charge:R:1
C -2.2266 1.6901 -0.8140 -0.6322
C -1.8867 0.5233 0.0670 -0.4395
C -1.4676 -0.6616 -0.4239 0.5393
N -1.5154 -1.0278 -1.7601 -0.8230
O -1.2387 -1.7550 0.3759 -0.6967
H -2.4428 2.5670 -0.2098 0.2174
H -1.4010 1.9284 -1.4882 0.1858
H -3.1050 1.4953 -1.4338 0.2055
H -2.1515 0.5978 1.1116 0.1954
H -1.2935 -0.2661 -2.3845 0.3783
H -0.9557 -1.8492 -1.9411 0.3830
H -1.4097 -1.5137 1.2937 0.4840
C 2.2868 -1.3395 0.7940 -0.6167
C 1.8735 0.0841 0.4323 -0.0418
C 1.0408 0.7183 1.5365 -0.6058
N 1.0752 0.0301 -0.8092 -0.8447
H 2.9252 -1.7663 0.0205 0.2010
H 1.3940 -1.9570 0.8852 0.2202
H 2.8344 -1.3467 1.7345 0.2076
H 2.7838 0.6930 0.2789 0.1572
H 1.6589 0.9145 2.4080 0.2077
H 0.5221 1.6297 1.1607 0.2129
H 0.2314 0.0591 1.8299 0.1979
H 1.6043 -0.4244 -1.5496 0.3533
H 0.8638 0.9766 -1.1144 0.3541
```


entry x is the most stable structure; the next one sits 0.1471 hartree above it.


Entry w
This record from OMol25 describes a 2-piece molecular cluster, C4H8NO3 overall. The level of theory is ωB97M-V/def2-TZVPD.

Computed properties:
Gap between HOMO and LUMO ... 0.293 hartree
Net charge ... -1
Lowest unoccupied orbital energy ... 3.61 eV

XYZ file:
```
16
Properties=species:S:1:pos:R:3:nbo_charge:R:1
C -1.5367 -0.0474 2.3627 -0.7387
C -1.2382 1.2203 1.5941 0.6672
O -1.0319 2.2926 2.1330 -0.6549
N -1.0353 1.0068 0.2513 -0.8362
H -1.7600 0.2111 3.4048 0.2194
H -0.7565 -0.7983 2.5283 0.2407
H -0.9940 1.8790 -0.2643 0.3915
H -0.8923 0.0615 -0.1037 0.4640
H -2.2997 -0.7148 1.9496 0.2258
C 2.0911 -0.2463 -1.9739 -0.7385
C 1.0551 -1.3267 -2.1080 0.7625
O 1.3266 -2.3214 -2.8042 -0.7644
O -0.0003 -1.1120 -1.4289 -0.8508
H 2.6753 -0.5219 -1.0806 0.2029
H 1.5552 0.6601 -1.6982 0.2087
H 2.8415 -0.2427 -2.7621 0.2008
```


Entry x
This record from OMol25 describes a 2-piece molecular cluster, C4H8NO3 overall. The level of theory is ωB97M-V/def2-TZVPD.

Computed properties:
Gap between HOMO and LUMO ... 0.314 hartree
Net charge ... -1
Lowest unoccupied orbital energy ... 3.89 eV

XYZ file:
```
16
Properties=species:S:1:pos:R:3:nbo_charge:R:1
N -2.2739 -1.4037 -2.6070 -0.9115
C -1.0895 -1.1095 -1.8758 0.8695
O -0.5402 -0.0180 -2.2143 -0.8317
O -0.7534 -1.9101 -0.9897 -0.7855
H -2.5573 -2.3679 -2.6001 0.3607
H -2.3454 -0.9146 -3.4814 0.3637
C 0.7544 0.2970 0.6866 -0.1049
O 1.3090 0.7678 -0.5147 -0.7839
C 1.4780 0.9501 1.8283 -0.1390
C 0.9002 1.3526 2.9544 -0.4553
H 0.8554 -0.7923 0.7576 0.1884
H -0.3085 0.5511 0.7531 0.1636
H 0.7144 0.4889 -1.2510 0.5183
H 2.5451 1.1007 1.6886 0.1859
H 1.4752 1.8013 3.7555 0.1783
H -0.1634 1.2067 3.1100 0.1835
```


Entry y
This record from OMol25 describes a 2-piece molecular cluster, C4H8NO3 overall. The level of theory is ωB97M-V/def2-TZVPD.

Computed properties:
Gap between HOMO and LUMO ... 0.328 hartree
Net charge ... -1
Lowest unoccupied orbital energy ... 4.04 eV

XYZ file:
```
16
Properties=species:S:1:pos:R:3:nbo_charge:R:1
C 1.2478 1.3004 2.8174 -0.7367
C 0.7856 0.1678 1.8730 0.7761
O 0.0290 0.5083 0.9476 -0.7925
O 0.9960 -1.0045 2.1313 -0.7472
H 2.2738 1.6538 2.6544 0.2029
H 1.0407 0.9541 3.7985 0.2085
H 0.8815 2.2723 2.6448 0.2034
C -1.8682 0.5532 -1.7834 -0.7295
C -0.6122 -0.3514 -2.0415 0.6870
O -0.1208 -0.2825 -3.1985 -0.6901
N -0.3293 -1.2231 -1.0015 -0.8322
H 0.3621 -1.7067 -1.0811 0.3407
H -0.4122 -0.6152 -0.0492 0.4446
H -2.8854 0.1067 -2.0018 0.2076
H -1.8069 1.3694 -2.4831 0.2126
H -1.6992 0.7371 -0.7080 0.2446
```


Entry z
This record from OMol25 describes a 2-piece molecular cluster, C4H8NO3 overall. The level of theory is ωB97M-V/def2-TZVPD.

Computed properties:
Gap between HOMO and LUMO ... 0.322 hartree
Net charge ... -1
Lowest unoccupied orbital energy ... 4.02 eV

XYZ file:
```
16
Properties=species:S:1:pos:R:3:nbo_charge:R:1
C -0.5368 0.6757 -3.4649 -0.7364
C -0.3480 0.2146 -1.9983 0.7759
O -1.2779 -0.4387 -1.5063 -0.7683
O 0.7437 0.5302 -1.4415 -0.8123
H -0.2050 -0.1500 -4.0942 0.2030
H 0.1696 1.4820 -3.6617 0.1996
H -1.5785 0.9423 -3.6188 0.2041
C -1.0201 0.0474 2.0476 -0.7157
C 0.4575 -0.2149 2.2774 0.6697
O 0.9113 -0.5682 3.3617 -0.6948
N 1.1976 -0.0311 1.1785 -0.8332
H 2.1722 -0.2712 1.2473 0.3744
H 0.8280 0.2352 0.2422 0.4550
H -1.5548 0.1163 2.9865 0.2052
H -1.4416 -0.7410 1.4222 0.2498
H -1.1458 0.9715 1.4921 0.2241
```


entry z is the most stable structure; the next one sits 0.0259 hartree above it.